Record 1
58
Properties=species:S:1:pos:R:3:forces:R:3:mulliken_charge:R:1 method="wB97M-V/def2-TZVPD" mol_weight_g_mol=402.432 e_homo_ev=-5.5 total_charge=0 largest_force_ev_per_a=2.7 homo_lumo_gap_ev=3.9
H -3.16901 4.42676 1.20362 0.45 -0.32 0.32 0.44
H -1.43183 -1.42683 -3.77080 0.27 0.46 0.09 0.43
C -2.66222 2.51392 0.28815 1.00 1.06 0.03 -0.59
C -0.82625 1.86424 -1.30157 1.00 0.38 0.54 0.03
C -0.95981 -1.95658 3.60719 0.97 0.57 0.62 -0.12
H -0.84926 -2.75692 -1.28739 0.61 0.46 0.14 0.03
H 0.17015 -3.95416 1.03411 -0.04 -0.06 -0.13 0.26
O 4.39803 -1.04152 -1.20876 -0.26 0.28 -0.29 -0.55
H -1.78718 -2.34598 4.24306 -0.31 0.23 -0.11 0.23
H 2.36113 -1.20132 0.01863 -0.29 0.65 -0.28 0.33
C 0.64939 -0.33402 -2.14637 1.46 0.60 2.04 0.66
H 3.45969 0.67623 -1.93383 0.38 -0.37 0.39 0.35
H 0.14505 -1.92581 -0.00416 -0.37 -0.57 -0.15 0.17
C 1.42848 -1.56152 -2.61149 0.31 -0.25 -0.01 -0.59
H -3.34064 0.37531 -5.57741 0.30 0.05 0.25 0.33
N -1.18116 1.19856 -2.37933 -0.11 0.78 0.78 -1.22
H 4.70662 -1.37457 -0.35526 -0.03 0.11 -0.22 0.35
H 2.49818 -1.26259 -2.66179 -0.66 -0.07 -0.03 0.19
H -4.02363 2.49928 4.78349 0.04 -0.44 -0.73 0.41
C 1.12414 0.34078 -0.94485 -1.73 0.64 -0.96 -0.27
H -2.31913 3.31907 -1.73602 0.51 0.22 0.33 0.43
C 0.19747 -1.67579 4.59323 0.08 -0.72 0.42 -1.01
P 0.81422 2.52935 0.94518 -0.72 2.08 0.06 -0.04
H 2.82772 2.58847 1.85400 0.08 0.03 -0.24 0.37
O -2.72777 -0.32536 -5.30105 -0.78 -0.95 -0.32 -0.40
H -2.33571 1.51079 0.62650 -0.34 0.45 -0.11 0.33
O 2.50225 2.69384 0.94511 -0.88 -1.03 0.39 -0.44
H -0.64293 -2.87662 3.05218 0.01 -0.02 -0.39 -0.10
O -1.20337 -0.84718 2.88483 -0.30 0.18 -0.99 -0.78
N -0.42860 0.18844 -2.72185 0.28 -2.01 -1.71 0.97
C 0.09257 -2.79446 -0.69134 0.56 -0.67 -0.31 0.36
C 3.69139 0.18878 -0.96865 0.20 -0.34 0.84 -0.83
C -0.87176 -0.49947 -3.98683 -0.49 0.21 -1.29 -0.55
H 2.31938 0.36706 0.80644 0.25 -0.24 -0.64 0.48
H 1.08007 1.16063 2.78947 -0.56 -0.48 0.07 0.32
H -0.43387 0.97741 2.04209 0.18 -0.67 1.05 0.21
H 4.38499 0.82613 -0.38652 -0.74 0.10 -0.30 0.33
C 2.36165 -0.11327 -0.18661 -0.10 0.20 0.14 -0.74
N 0.05447 -4.07770 0.03383 0.08 0.50 0.10 -0.63
C 1.35275 -2.78247 -1.61117 -0.71 -0.03 -0.27 -1.05
O -1.67099 0.39637 -4.72419 0.82 0.72 0.64 -0.16
H 0.41399 -2.57150 5.19616 0.10 0.04 0.05 0.41
H 0.74805 -4.72646 -0.32360 -0.10 0.13 0.22 0.24
C -2.58437 3.52690 1.47770 -0.78 -1.44 0.94 -0.25
H -1.54215 3.78940 1.74808 -0.51 -0.03 -0.49 0.22
C 0.35481 1.46679 -0.56427 1.17 -1.35 0.29 0.86
H 1.11937 -1.40704 4.06427 -0.09 0.05 -0.12 0.15
H -3.69943 2.46402 -0.09085 0.57 -0.17 0.26 0.42
H 0.00862 -0.69380 -4.62886 -0.28 -0.07 0.77 0.30
H -1.04866 3.85832 -0.49357 -0.40 -0.24 -0.31 0.57
H 1.33218 -3.69755 -2.24157 0.00 0.49 0.36 0.44
C -3.16420 2.89981 2.72836 -0.26 0.97 -0.57 -0.73
H -0.05419 -0.86861 5.28605 -0.09 0.06 -0.16 0.25
N 0.31545 1.63332 2.31132 0.98 0.43 -1.28 -0.30
C -3.69973 2.56164 3.75336 0.43 0.61 0.27 -0.06
H 1.17337 -1.93386 -3.61428 -0.12 0.39 0.46 0.47
H 2.26714 -2.85918 -0.99450 -0.48 0.15 -0.33 0.28
C -1.69491 3.05051 -0.86764 -0.58 -1.75 -0.11 -1.18

Record 2
12
Properties=species:S:1:pos:R:3:forces:R:3:mulliken_charge:R:1 method="wB97M-V/def2-TZVPD" mol_weight_g_mol=78.114 e_homo_ev=-9.1 total_charge=0 largest_force_ev_per_a=2.2 homo_lumo_gap_ev=8.8
C 0.56754 -0.30154 0.22734 0.95 0.48 0.63 0.00
H -1.10036 -1.06523 -0.76446 0.30 0.16 0.22 0.26
H -1.48374 1.43065 -0.66271 0.00 -0.10 0.14 0.33
C -0.93024 -0.50885 0.17182 0.21 -0.02 0.09 -0.29
C 1.73764 -0.32436 -0.23415 -0.39 -0.49 -1.10 0.93
H -2.84547 0.50217 -0.01776 0.30 -0.04 0.06 0.30
C 4.13277 -0.37568 -1.18891 -0.40 0.02 0.18 -0.56
H 1.52848 0.15776 1.01858 -2.22 -0.25 0.13 0.23
C 2.96792 -0.34796 -0.71107 0.88 0.00 -0.29 -0.77
H -1.72954 1.30756 1.09183 0.04 -0.04 -0.11 0.32
H -1.26263 -1.18954 0.96474 0.23 0.24 -0.01 0.28
C -1.79196 0.76260 0.14680 0.11 0.05 0.05 -1.03

Record 3
39
Properties=species:S:1:pos:R:3:forces:R:3:mulliken_charge:R:1 method="wB97M-V/def2-TZVPD" mol_weight_g_mol=234.195 e_homo_ev=-10.5 total_charge=0 largest_force_ev_per_a=4.2 homo_lumo_gap_ev=10.1
H 3.38824 4.34179 -0.75168 1.95 1.25 -0.71 0.29
H 1.17508 -0.59531 3.26943 -0.08 0.49 -0.14 0.27
H 2.00409 4.60533 -0.19642 -0.43 0.51 0.07 0.31
O -0.35975 -2.79291 -2.13103 -2.44 0.78 0.54 -0.49
H 3.87699 -0.65371 -0.11083 1.70 -0.72 0.13 0.26
H 0.12374 0.67898 -0.20025 0.63 0.15 0.49 0.32
H 2.68954 -1.11674 -1.09681 1.52 1.68 2.33 0.23
O 2.98738 -0.49448 -0.32973 -3.19 -0.98 -2.46 -0.51
H -5.76409 -1.14442 0.95630 0.14 -0.90 0.22 0.31
H 1.77292 -4.11727 1.68260 -0.44 -0.09 -0.14 0.30
H 1.30909 -2.96530 0.87107 -0.14 0.48 -0.09 0.31
H -0.43579 -3.73559 -1.94397 0.44 -0.10 0.02 0.30
H -0.63789 1.81030 -2.43372 1.85 2.38 -0.50 0.29
H -2.83536 -1.36040 -0.70478 -0.16 0.09 -0.08 0.32
H 1.80337 -2.22810 -2.39283 -0.13 -1.08 -0.23 0.27
H 1.75674 -2.64645 -3.77294 -0.81 0.92 -3.27 0.31
H 2.57193 1.39130 2.89949 0.22 -0.02 -0.29 0.29
H -1.60764 3.09048 -0.86993 0.93 2.42 0.18 0.30
H -4.32977 -1.28739 0.57530 -1.56 -1.64 1.14 0.32
H 3.60779 1.45130 1.80929 1.17 1.92 -2.08 0.27
H -1.28816 -2.48189 -1.94161 1.42 -0.45 -0.37 0.21
O -2.45023 -0.49661 -0.51849 -1.92 -0.75 -0.88 -0.63
H -3.27056 1.09408 1.00870 1.49 -1.10 -1.88 0.26
H -4.74738 1.60904 1.06868 0.89 -0.21 0.03 0.31
H 0.45229 2.76539 -3.13776 0.73 -0.27 -1.37 0.25
O -3.92774 1.42005 1.55970 -2.45 1.26 1.82 -0.61
H 2.78960 -0.59044 3.31605 -2.16 -1.00 -0.30 0.40
O -0.53802 0.42357 0.45856 -0.22 1.46 -1.02 -0.55
O -5.10184 -1.86849 0.92029 1.40 2.61 -1.20 -0.62
H -1.80617 4.14798 0.17113 -0.56 0.53 1.14 0.31
O 1.97566 -3.00264 -2.96611 1.47 -0.14 3.17 -0.58
O -0.08009 2.67643 -2.37445 -2.40 -2.64 1.37 -0.56
O 3.23744 0.88047 2.41776 -1.03 -1.09 2.17 -0.61
H -1.52336 -0.58201 -0.72292 0.66 -0.41 0.36 0.33
O 1.05864 -3.86696 1.07396 0.53 -0.30 0.26 -0.61
O -1.33253 4.04226 -0.63796 -0.66 -2.44 -0.80 -0.58
O 1.94783 -1.14956 3.31266 1.85 -0.33 0.55 -0.63
H -1.33564 0.89461 0.08927 1.29 -0.47 1.18 0.23
O 2.61580 3.93194 -0.46529 -1.51 -1.81 0.64 -0.60

Record 4
42
Properties=species:S:1:pos:R:3:forces:R:3:mulliken_charge:R:1 method="wB97M-V/def2-TZVPD" mol_weight_g_mol=252.354 smiles=c1ccccc1.c1ccccc1.CO.CO.CO e_homo_ev=-9.3 total_charge=0 largest_force_ev_per_a=4.2 homo_lumo_gap_ev=9.9
C 1.54416 0.41135 -2.13658 0.84 -0.19 0.91 -0.19
H 1.59985 0.70792 0.00579 0.07 0.32 0.01 0.34
H 3.68586 -2.74874 -1.45105 -0.04 -0.05 0.29 0.37
H -2.36542 1.01505 -1.63875 -0.20 -0.12 -0.25 0.41
C -1.93977 2.99145 -0.97638 -0.35 0.20 -0.72 -0.30
H -2.97425 -4.77195 3.89409 -0.22 0.44 0.40 0.27
H -1.66651 -2.32937 3.20562 0.32 0.31 -0.16 0.45
C -1.04745 3.47366 -3.52650 0.34 1.02 -1.48 -0.31
H -1.56317 0.28038 0.90058 -0.04 0.37 0.48 0.22
C -1.50189 4.26644 -1.35378 0.49 0.27 0.30 -0.46
H 2.27287 -1.70904 4.41940 -0.58 -0.03 0.96 0.25
C 1.88696 -0.45671 -3.16474 -0.07 0.60 -0.12 -0.45
C -2.04943 1.99981 -1.94986 0.94 0.33 1.31 -0.46
H 2.43426 0.22265 2.62657 -0.18 -0.02 -0.22 0.29
O -0.85482 -1.26646 2.11540 -0.20 0.09 -0.48 -0.49
H -2.22815 2.74960 0.03592 -0.07 0.29 0.13 0.41
C -1.43421 -0.80183 0.91790 -0.23 0.94 -0.63 -0.63
C 1.94235 0.10385 -0.82137 -0.89 0.13 -0.55 -0.48
H 2.90467 -1.34949 0.45615 -0.02 0.21 0.18 0.39
H -2.44135 -1.19250 0.77247 0.23 -0.45 0.12 0.35
H 2.92701 -2.19971 -3.78316 0.16 -0.19 0.13 0.38
H -1.55262 1.43523 -3.89715 0.21 0.09 -0.35 0.39
C -1.05286 4.53857 -2.64406 -0.07 -0.81 0.31 -0.44
C -1.51033 2.25337 -3.19342 -1.35 -2.01 0.33 -0.32
C 2.64609 -1.04713 -0.54790 0.75 -1.10 -0.80 -0.15
O 1.98820 -0.57800 2.91220 -0.50 0.76 -4.12 -0.40
H -1.41793 5.05830 -0.62419 -0.17 0.01 0.22 0.35
H 0.08248 -1.06236 2.07780 0.45 -0.01 0.34 0.19
C -2.75320 -3.92999 3.23809 0.86 -0.04 -0.34 -0.63
H 1.14309 -0.26319 4.74511 -0.18 -0.41 0.14 0.23
H 2.89502 -0.09321 4.59070 0.04 0.05 0.58 0.36
H 1.58991 -0.18892 -4.16795 -0.03 -0.10 -0.17 0.36
H -3.65068 -3.54552 2.75351 -0.29 0.10 0.31 0.24
H 1.08663 1.36826 -2.33998 -0.35 -0.10 -0.04 0.44
O -1.97911 -2.92343 3.89191 -0.95 -1.01 0.37 -0.53
H -2.17120 -4.39522 2.44251 0.22 0.00 -0.29 0.25
H -0.76408 3.55743 -4.56529 0.41 0.51 -0.04 0.35
H -0.81051 -0.94992 0.03633 0.02 -0.70 -0.04 0.29
H -0.65244 5.48877 -2.96525 -0.16 0.17 0.24 0.39
C 3.06541 -1.87751 -1.60072 -0.75 0.60 -1.53 -0.61
C 2.02896 -0.66035 4.24953 1.27 -0.37 2.54 -0.75
C 2.65764 -1.58158 -2.93951 0.26 -0.12 1.75 -0.40